(P)
CH3ClN2O2 | the ωB97M-V functional and the def2-TZVPD basis

E_LUMO = 0.4 eV
Charge = 0
Spin multiplicity = 1
Orbital gap = 9.172 eV
HOMO = -0.32319 Ha

Geometry (Å):
C -0.384 0.154 -0.493
N 1.115 -0.749 1.339
N 0.314 -1.009 0.371
O 1.772 -1.628 1.922
O 0.162 -2.128 -0.142
Cl -0.461 1.634 0.479
H 0.236 0.324 -1.368
H -1.383 -0.205 -0.726
H 1.099 0.222 1.686

(Q)
CH3ClN2O2 | the ωB97M-V functional and the def2-TZVPD basis

E_LUMO = 0.7 eV
Charge = 0
Spin multiplicity = 1
SMILES string = NNOC(=O)Cl
Orbital gap = 10.027 eV
HOMO = -0.34110 Ha

Geometry (Å):
N 0.383 0.007 -0.116
N -0.360 -0.121 0.962
O -1.797 0.378 0.953
C -2.718 -0.351 0.032
O -2.388 -1.267 -0.643
Cl -4.148 0.496 -0.055
H 0.382 -0.619 -0.831
H 0.615 1.011 -0.328
H -0.232 -1.015 1.497

Result of the stability comparison: (Q) is the most stable of them.

(P)
C2H3BrS | the ωB97M-V functional and the def2-TZVPD basis

E_LUMO = -1.2 eV
Charge = 0
Spin multiplicity = 1
SMILES string = S=CCBr
Orbital gap = 8.297 eV
HOMO = -0.35034 Ha

Geometry (Å):
S 0.510 -2.037 1.293
C 0.219 -1.050 -0.018
C -0.230 0.425 0.005
Br -0.508 1.824 -1.832
H 0.492 -1.542 -1.067
H -1.121 0.619 0.452
H 0.586 0.998 0.146

(Q)
C2H3BrS | the ωB97M-V functional and the def2-TZVPD basis

E_LUMO = -0.5 eV
Charge = 0
Spin multiplicity = 1
Orbital gap = 8.343 eV
HOMO = -0.32556 Ha

Geometry (Å):
C 0.804 -0.659 0.503
C -0.495 0.510 -0.385
S 2.332 -0.705 0.095
Br -2.231 0.204 0.325
H 0.122 -1.138 1.329
H -0.150 1.459 -0.417
H -0.382 0.330 -1.450

Result of the stability comparison: (P) is the most stable of them.

(P)
C2H2O4S | the ωB97M-V functional and the def2-TZVPD basis

E_LUMO (spin up / spin down) = -2.4 / -2.4 eV
Charge = 0
Spin multiplicity = 1
Orbital gap (spin up / spin down) = 6.778 / 6.839 eV
HOMO (spin up / spin down) = -0.33896 / -0.34005 Ha

Geometry (Å):
C 0.879 -0.034 -0.530
C -0.082 0.802 -0.092
O -2.012 2.378 -1.398
O 0.141 3.391 -0.585
O 1.378 -0.113 -1.739
O 0.895 0.769 -2.659
S -0.664 2.275 -1.000
H 1.402 -0.686 0.268
H -0.110 1.026 0.886

(Q)
C2H2O4S | the ωB97M-V functional and the def2-TZVPD basis

E_LUMO = -0.8 eV
Charge = 0
Spin multiplicity = 1
Orbital gap = 9.883 eV
HOMO = -0.39170 Ha

Geometry (Å):
C -0.077 1.289 0.588
C -0.687 -0.044 0.217
O -0.267 2.008 1.511
O 1.817 -1.489 -1.260
O -0.444 -0.226 -1.129
O 0.243 -1.225 0.802
S 0.438 -1.662 -0.809
H 0.747 1.462 -0.321
H -1.769 -0.115 0.401

Result of the stability comparison: (Q) is the most stable of them.

(P)
C4H5FN2 | the ωB97M-V functional and the def2-TZVPD basis

E_LUMO (spin up / spin down) = 0.0 / 0.0 eV
Charge = 0
Spin multiplicity = 1
Orbital gap (spin up / spin down) = 9.855 / 9.854 eV
HOMO (spin up / spin down) = -0.36203 / -0.36201 Ha

Geometry (Å):
C -2.190 -1.237 0.517
C -0.822 -0.626 0.193
C -1.720 0.180 -0.733
C 1.409 0.421 0.681
N -2.872 -0.500 -0.251
N 0.371 -0.598 0.872
F -1.831 1.463 -0.305
H -2.413 -1.854 1.318
H -1.487 0.204 -1.766
H 1.910 0.595 1.652
H 1.193 1.401 0.115
H 2.186 -0.127 0.140

(Q)
C4H5FN2 | the ωB97M-V functional and the def2-TZVPD basis

E_LUMO = -0.8 eV
Charge = 0
Spin multiplicity = 1
Orbital gap = 8.129 eV
HOMO = -0.32767 Ha

Geometry (Å):
C 2.188 0.480 -0.189
C 1.885 -0.846 -0.362
C 0.080 0.405 -0.096
C -2.809 0.887 -0.286
N 1.093 1.241 0.016
N 0.485 -0.914 -0.376
F -3.319 -0.346 -0.129
H 3.114 0.894 -0.190
H 2.581 -1.774 -0.466
H -0.852 0.634 -0.140
H -2.873 1.277 0.871
H -0.031 -1.578 -0.786

(R)
C4H5FN2 | the ωB97M-V functional and the def2-TZVPD basis

E_LUMO (spin up / spin down) = -0.3 / -1.3 eV
Charge = 0
Spin multiplicity = 1
Orbital gap (spin up / spin down) = 7.633 / 5.591 eV
HOMO (spin up / spin down) = -0.28977 / -0.25175 Ha

Geometry (Å):
C -0.871 -0.743 -2.386
C -0.982 -0.038 0.791
C 0.732 0.226 -0.885
C -0.477 0.316 -1.639
N -1.312 -1.739 -2.759
N 0.263 -0.287 0.430
F -0.785 1.626 -2.157
H -1.478 0.705 0.183
H -1.442 -0.776 1.435
H 1.448 -0.506 -1.192
H 1.203 1.134 -0.691
H 1.037 -0.637 1.035

Result of the stability comparison: (P) is the most stable of them.

(P)
C4H13N2O | the ωB97M-V functional and the def2-TZVPD basis

E_LUMO = -3.5 eV
Charge = +1
Spin multiplicity = 1
Orbital gap = 11.333 eV
HOMO = -0.54570 Ha

Geometry (Å):
C -1.863 -1.828 -1.484
C -1.099 -1.727 -0.173
C -0.046 -0.581 -0.211
N 0.568 1.315 1.768
C -0.208 1.633 0.772
N -0.532 0.805 -0.136
H -2.467 -2.745 -1.530
H -1.189 -1.664 -2.285
H -2.644 -1.025 -1.424
H -1.756 -1.617 0.785
H -0.489 -2.622 -0.116
H 0.606 -0.657 0.541
H 0.741 -0.691 -0.974
H 0.545 1.725 2.704
H 1.350 0.618 1.568
H -0.416 2.713 0.857
H -1.486 0.919 -0.734
H 3.995 2.013 0.598
H 3.193 1.794 -0.719
O 3.195 1.623 0.193

(Q)
C4H13N2O | the ωB97M-V functional and the def2-TZVPD basis

E_LUMO = -3.0 eV
Charge = +1
Spin multiplicity = 1
Orbital gap = 11.134 eV
HOMO = -0.51768 Ha

Geometry (Å):
C 0.208 -1.854 -0.722
C 1.684 1.502 0.318
C -1.857 0.910 -0.433
C 0.527 -0.623 0.159
N 1.059 0.440 -0.477
N -1.285 -0.002 0.575
O 1.039 -0.821 1.430
H -0.739 -1.683 -1.327
H 0.030 -2.681 -0.120
H 1.078 -1.897 -1.407
H 1.867 2.319 -0.309
H 1.137 1.528 1.248
H 2.669 1.113 0.543
H -1.655 0.526 -1.426
H -2.852 0.851 -0.358
H -1.347 1.791 -0.180
H 0.586 0.816 -1.237
H -1.333 0.316 1.461
H -1.789 -0.866 0.622
H 0.974 -1.685 1.640

(R)
C4H13N2O | the ωB97M-V functional and the def2-TZVPD basis

E_LUMO = -4.1 eV
Charge = +1
Spin multiplicity = 1
Orbital gap = 10.969 eV
HOMO = -0.55298 Ha

Geometry (Å):
C 1.285 -0.609 2.051
C 1.820 -0.167 0.678
C 1.348 1.280 0.347
N -0.146 1.321 0.406
C -0.819 1.061 -0.702
N -1.985 0.430 -0.744
H 1.239 0.257 2.727
H 2.001 -1.293 2.497
H 0.335 -1.143 2.037
H 1.421 -0.782 -0.132
H 2.913 -0.254 0.704
H 1.781 1.419 -0.656
H 1.675 1.990 1.097
H -0.496 0.642 1.090
H -0.218 1.355 -1.584
H -2.135 -0.383 -1.350
H -2.451 0.303 0.148
H -2.093 -1.230 -3.144
H -2.994 -2.403 -3.001
O -2.482 -1.794 -2.470

(S)
C4H13N2O | the ωB97M-V functional and the def2-TZVPD basis

E_LUMO = -4.4 eV
Charge = +1
Spin multiplicity = 1
Orbital gap = 10.078 eV
HOMO = -0.53179 Ha

Geometry (Å):
C -0.593 -0.313 -2.742
C 0.370 0.808 -2.329
C 1.404 0.657 -1.239
N 0.769 -0.105 -0.094
C 0.833 0.509 1.078
N -0.276 0.518 1.848
H -1.461 -0.279 -2.077
H -0.153 -1.327 -2.732
H -0.870 -0.080 -3.766
H -0.331 1.549 -1.918
H 0.906 1.275 -3.166
H 1.628 1.627 -0.801
H 2.298 0.095 -1.541
H 0.411 -1.043 -0.195
H 1.694 0.974 1.600
H -0.090 1.071 2.682
H -0.697 -0.404 2.110
H -1.668 -2.455 3.088
H -2.602 -1.224 3.366
O -1.832 -1.519 2.858

Result of the stability comparison: (R) is the most stable of them.

(P)
C4H13N2O | the ωB97M-V functional and the def2-TZVPD basis

E_LUMO = -8.4 eV
Charge = +1
Spin multiplicity = 1
Orbital gap = 3.973 eV
HOMO = -0.45528 Ha

Geometry (Å):
C 0.296 -0.607 1.194
C 0.506 0.324 -0.091
C -0.702 0.448 -0.977
C -1.085 -0.587 -2.011
N -0.054 -1.018 -3.046
N 0.489 -0.103 2.488
H 0.845 -1.539 1.138
H -0.772 -0.849 1.059
H 0.827 1.288 0.422
H 1.404 0.058 -0.658
H -1.570 -1.057 0.555
H -1.961 -0.593 -2.672
H 0.840 -0.531 -3.015
H -0.036 -1.980 -3.450
H 1.161 0.734 2.550
H -0.232 0.551 2.796
H -1.000 -1.074 -1.031
H -0.925 1.456 -1.306
H 1.081 2.822 3.399
O 0.889 2.256 2.655

(Q)
C4H13N2O | the ωB97M-V functional and the def2-TZVPD basis

E_LUMO = -3.3 eV
Charge = +1
Spin multiplicity = 1
Orbital gap = 10.631 eV
HOMO = -0.51207 Ha

Geometry (Å):
C 1.578 1.421 -0.860
C 1.159 0.889 1.533
C -2.797 -0.721 -0.292
C -0.417 -1.095 -0.417
N 0.507 -2.007 -0.081
N 0.586 0.858 0.138
O -1.593 -1.272 0.219
H 1.103 1.155 -1.796
H 1.698 2.486 -0.906
H 2.497 0.730 -0.864
H 2.253 0.777 1.497
H 1.089 1.932 1.867
H 0.576 0.417 2.336
H -3.285 -0.154 0.533
H -3.462 -1.440 -0.790
H -2.519 0.020 -1.086
H -0.466 -0.701 -1.412
H 1.439 -2.140 -0.408
H 0.180 -2.643 0.591
H -0.125 1.489 0.196

Result of the stability comparison: (Q) is the most stable of them.

(P)
C4H12OS | the ωB97M-V functional and the def2-TZVPD basis

E_LUMO = 0.7 eV
Charge = 0
Spin multiplicity = 1
SMILES string = CCCSC.O
Orbital gap = 9.078 eV
HOMO = -0.30932 Ha

Geometry (Å):
C 1.639 -0.354 -1.537
C 1.106 -1.472 -0.755
C 0.084 -0.965 0.411
S 0.884 -0.166 1.861
C -0.735 0.345 2.663
H 0.873 0.390 -1.663
H 2.245 -0.673 -2.442
H 2.346 0.297 -0.857
H 0.533 -2.082 -1.477
H 1.853 -2.122 -0.403
H -0.714 -0.337 -0.050
H -0.501 -1.837 0.821
H -1.436 1.009 2.040
H -0.356 0.987 3.475
H -1.195 -0.531 2.935
O -1.786 2.488 -1.599
H -2.512 2.386 -1.022
H -2.327 2.635 -2.400

(Q)
C4H12OS | the ωB97M-V functional and the def2-TZVPD basis

E_LUMO = 0.6 eV
Charge = 0
Spin multiplicity = 1
SMILES string = CCCCS.O
Orbital gap = 9.245 eV
HOMO = -0.31806 Ha

Geometry (Å):
C 1.533 0.683 -1.789
C 0.096 0.200 -1.448
C -0.483 0.505 0.031
C 0.501 0.408 1.190
S -0.364 0.435 2.750
H 1.907 0.085 -2.575
H 2.222 0.484 -0.865
H 1.613 1.768 -2.073
H -0.722 0.756 -1.978
H -0.046 -0.846 -1.834
H -0.972 1.541 -0.045
H -1.377 -0.154 0.269
H 1.414 -0.259 0.958
H 1.078 1.385 1.386
H -1.417 0.106 1.972
O -1.237 -2.315 1.178
H -2.053 -2.548 0.783
H -1.693 -2.234 2.091

Result of the stability comparison: (P) is the most stable of them.

(P)
C4H10N | the ωB97M-V functional and the def2-TZVPD basis

E_LUMO = -3.7 eV
Charge = +1
Spin multiplicity = 1
SMILES string = CC1([NH3+])CC1
Orbital gap = 11.526 eV
HOMO = -0.55984 Ha

Geometry (Å):
C -0.987 -1.183 0.132
C -0.015 -0.040 0.008
N -0.763 1.176 -0.066
C 1.275 -0.142 0.693
C 1.319 0.128 -0.770
H -1.274 -1.513 -0.867
H -1.973 -0.818 0.626
H -0.500 -2.019 0.627
H -0.215 2.007 0.298
H -1.579 0.945 0.499
H -0.783 1.537 -1.027
H 1.440 -1.133 1.044
H 1.673 0.693 1.371
H 1.374 1.163 -0.999
H 1.852 -0.482 -1.446

(Q)
C4H10N | the ωB97M-V functional and the def2-TZVPD basis

E_LUMO (spin up / spin down) = -4.3 / -4.2 eV
Charge = +1
Spin multiplicity = 1
Orbital gap (spin up / spin down) = 9.069 / 9.195 eV
HOMO (spin up / spin down) = -0.49032 / -0.49192 Ha

Geometry (Å):
C 1.966 -0.336 -0.154
C 1.193 0.892 -0.349
C -2.295 0.489 -0.136
C -0.380 -1.013 0.204
N 0.701 -0.127 0.577
H 2.089 -1.144 -0.708
H 2.849 -0.213 0.454
H 1.333 1.981 -0.122
H 0.489 0.706 -1.259
H -2.578 0.381 -1.107
H -2.770 -0.222 0.548
H -2.077 1.541 0.279
H -0.419 -1.567 -0.694
H -0.858 -1.561 0.976
H 0.757 0.194 1.491

(R)
C4H10N | the ωB97M-V functional and the def2-TZVPD basis

E_LUMO = -3.5 eV
Charge = +1
Spin multiplicity = 1
Orbital gap = 11.990 eV
HOMO = -0.56981 Ha

Geometry (Å):
C 0.644 -0.327 1.675
C 0.168 0.896 1.548
C -0.753 -0.219 1.412
C 1.160 0.142 -1.817
N -1.317 -0.383 -0.073
H 1.384 -0.999 1.820
H 0.537 1.104 -2.033
H 0.053 1.939 1.791
H -1.638 -0.580 2.003
H 1.911 -0.004 -2.617
H 1.599 0.486 -0.871
H 0.625 -0.683 -1.580
H -1.354 -1.377 -0.425
H -0.740 0.094 -0.740
H -2.280 -0.092 -0.092

(S)
C4H10N | the ωB97M-V functional and the def2-TZVPD basis

E_LUMO = -5.4 eV
Charge = +1
Spin multiplicity = 1
SMILES string = C=[NH+]CCC
Orbital gap = 10.033 eV
HOMO = -0.56836 Ha

Geometry (Å):
C -0.169 2.436 0.790
N 0.105 1.171 0.677
C 0.129 0.321 -0.441
C -0.448 -1.178 -0.174
C 0.282 -2.374 -0.784
H -0.441 3.307 0.090
H -0.118 2.697 1.828
H 0.274 0.478 1.410
H -0.240 0.598 -1.455
H 1.304 0.136 -0.523
H -0.528 -1.423 0.816
H -1.517 -1.251 -0.501
H 0.438 -3.326 -0.219
H 1.334 -1.999 -0.754
H -0.004 -2.645 -1.776

Result of the stability comparison: (P) is the most stable of them.